A structure of composition C27H23AgAsNOS in a non-equilibrium geometry. Source: OMol25; level of theory: ωB97M-V with the def2-TZVPD basis set.

## Properties
LUMO in eV: 0.06
Electronic energy in eV: -107579.036
Total charge: 0
Relative energy (zero: lowest compared OMol25 entry of this formula, charge and spin) in kJ/mol: 24.1
Molecular weight in g mol⁻¹: 592.34

Geometry (Å):
Ag1 0.86047 -1.36213 -0.88200
C1 -5.71883 1.79967 -2.37083
C2 -4.60780 2.51251 -2.77565
C3 -3.33708 2.07543 -2.45056
C4 -3.15052 0.92824 -1.68099
C5 -4.26684 0.20878 -1.28429
C6 -5.56951 0.70347 -1.52200
As1 -1.25074 0.32170 -1.27048
C7 -0.40699 1.92670 -0.56144
C8 0.43584 2.80286 -1.18997
C9 0.96707 3.91239 -0.50499
C10 0.65124 4.15307 0.80921
C11 -0.23469 3.23907 1.47688
C12 -0.72431 2.13187 0.80495
C13 -1.44749 1.03208 1.39041
C14 -1.78530 0.98171 2.75309
C15 -2.36315 -0.14654 3.25720
C16 -2.47133 -1.28464 2.47784
C17 -2.19866 -1.26428 1.12558
C18 -1.68485 -0.08075 0.54922
H1 -6.69535 2.16182 -2.68504
H2 -4.79978 3.38458 -3.37731
H3 -2.46075 2.48265 -2.94015
H4 -4.13583 -0.65708 -0.62216
H5 -6.46161 0.12804 -1.18268
H6 0.54211 2.71872 -2.26217
H7 1.55726 4.61861 -1.08814
H8 0.97446 5.10756 1.26159
H9 -0.47135 3.49400 2.49380
H10 -1.53425 1.82201 3.37405
H11 -2.73579 -0.12828 4.28248
H12 -2.69446 -2.26830 2.91390
H13 -2.48433 -2.09966 0.49518
N1 5.73875 1.93493 3.23380
C19 5.00820 1.29425 2.56837
C20 4.04673 0.58542 1.83034
C21 4.33344 0.33482 0.52589
C22 3.55428 -0.53678 -0.22776
C23 2.47282 -1.13220 0.37705
C24 2.30238 -1.08816 1.78790
C25 3.10421 -0.18261 2.53057
H14 5.16218 0.79101 -0.03559
H15 3.72863 -0.50533 -1.30158
H16 1.53497 -1.66052 2.30996
H17 2.89994 0.03920 3.57815
C26 2.97930 -4.10926 -2.90912
S1 1.65145 -4.84506 -1.86680
C27 2.61962 -5.10500 -0.28928
O1 0.60024 -3.74596 -1.56846
H18 3.80338 -4.82958 -3.02513
H19 3.24243 -3.14672 -2.40783
H20 2.48199 -3.97888 -3.85964
H21 3.42688 -5.82267 -0.58793
H22 1.96842 -5.52655 0.50859
H23 3.04290 -4.12023 0.01396